{"formula": "C40H76B2Br3FN4O10P", "method": "ωB97M-V/def2-TZVPD", "species": ["C", "C", "O", "C", "O", "C", "C", "C", "C", "C", "C", "C", "C", "O", "C", "C", "C", "Br", "C", "C", "Br", "N", "C", "C", "F", "C", "C", "N", "B", "O", "O", "C", "C", "B", "O", "O", "P", "O", "Br", "H", "H", "H", "H", "H", "H", "H", "H", "H", "H", "H", "H", "H", "H", "H", "H", "H", "H", "H", "H", "H", "H", "H", "H", "H", "H", "H", "H", "H", "H", "H", "H", "H", "H", "H", "H", "H", "H", "H", "H", "C", "C", "C", "C", "C", "C", "N", "O", "C", "C", "C", "H", "H", "H", "H", "H", "H", "H", "H", "H", "H", "H", "H", "H", "H", "H", "H", "H", "H", "C", "C", "C", "C", "C", "C", "N", "O", "C", "C", "C", "H", "H", "H", "H", "H", "H", "H", "H", "H", "H", "H", "H", "H", "H", "H", "H", "H", "H"], "coordinates": [[3.76569, -4.36468, 4.70986], [5.18141, -3.97019, 3.97595], [5.78948, -5.23993, 3.48903], [5.40993, -5.51565, 2.09436], [4.48649, -6.43023, 1.76918], [6.18176, -4.67493, 0.91625], [5.43132, -4.75064, -0.56259], [4.04955, -3.90498, -0.43534], [3.19911, -3.72580, -1.86536], [2.98168, -5.18468, -2.50338], [3.79842, -5.65328, -3.80876], [5.40071, -5.37847, -3.86818], [5.95535, -6.07800, -5.28339], [7.34973, -6.54835, -5.09602], [8.28588, -5.38883, -5.13150], [1.69192, -3.35868, -1.21860], [0.64013, -4.35289, -0.41262], [-0.66301, -5.62478, -1.28295], [0.55978, -4.33908, 1.10447], [1.42582, -3.36143, 2.08440], [-0.74751, -5.58665, 2.05338], [1.36763, -2.00351, -1.38170], [0.01806, -1.46994, -0.85480], [-1.26398, -1.90780, -1.78108], [-2.17359, -2.70010, -0.87071], [2.41339, -1.10841, -2.08604], [1.85112, 0.03739, -3.14268], [1.32646, 1.30395, -2.43129], [3.02482, -0.30707, -0.74788], [2.78369, -0.82429, 0.64691], [3.87094, 0.91173, -0.80902], [3.42371, 1.84842, 0.24724], [3.35133, -2.34688, -2.71635], [4.85272, -1.62213, -2.85752], [5.08336, -0.60804, -3.94745], [6.00177, -1.86605, -1.96819], [2.82466, -2.30642, -4.59270], [4.13253, -2.97926, -5.59225], [0.89250, -3.54859, -4.89439], [3.21118, -3.37532, 5.05607], [3.10282, -4.98053, 3.96066], [4.02746, -5.05224, 5.63665], [5.89575, -3.46545, 4.77844], [5.02482, -3.17442, 3.12309], [6.16889, -3.52136, 1.21469], [7.33206, -4.97541, 0.82055], [6.18697, -4.39772, -1.38048], [5.20231, -5.89390, -0.78231], [3.32810, -4.54406, 0.27030], [4.27187, -2.89432, 0.10223], [1.82474, -5.31132, -2.75452], [3.18100, -5.99058, -1.64453], [3.68103, -6.84355, -3.86588], [3.25043, -5.28464, -4.80373], [5.99111, -5.96162, -3.01022], [5.73781, -4.26319, -3.93116], [5.27900, -7.01537, -5.45933], [5.85345, -5.28440, -6.15691], [8.59200, -5.14781, -4.00786], [9.21077, -5.68396, -5.78606], [7.75129, -4.40310, -5.53112], [0.90078, -2.29491, 2.11747], [1.38224, -3.76006, 3.20490], [2.54880, -3.21407, 1.80520], [-0.17328, -1.78801, 0.27980], [-0.00083, -0.27710, -0.81587], [-1.91928, -0.98426, -2.14766], [-0.99806, -2.59692, -2.69513], [2.70720, 0.46501, -3.85719], [0.90360, -0.33651, -3.76632], [1.94744, 2.12274, -2.70725], [0.39877, 1.54387, -2.86221], [3.64303, -0.79515, 1.16769], [3.94538, 1.54032, 1.26399], [2.26377, 1.80197, 0.40999], [3.71837, 2.94524, -0.09851], [5.41864, 0.19717, -3.41740], [5.74423, -1.73624, -1.00932], [4.48919, -2.23566, -6.16918], [-2.84738, 4.81854, 0.94263], [-1.56115, 3.97880, 1.16867], [-1.82788, 2.89746, 2.25023], [-1.89475, 3.46360, 3.66561], [-0.65259, 4.29042, 3.98324], [-0.36551, 5.39506, 2.93169], [-0.41383, 4.88193, 1.52081], [0.77427, 4.16144, 1.29412], [-1.37822, 6.55885, 3.10692], [1.00637, 6.06232, 3.28222], [-1.36018, 3.25933, -0.20862], [-2.63825, 5.71033, 0.34022], [-3.60847, 4.24104, 0.40259], [-3.33607, 5.13063, 1.86448], [-1.03691, 2.13608, 2.21986], [-2.76524, 2.36893, 2.03299], [-2.79908, 4.06680, 3.79470], [-1.97578, 2.63874, 4.38353], [-0.76724, 4.73746, 4.97914], [0.20637, 3.60979, 4.05417], [-1.31750, 7.26551, 2.27093], [-1.17273, 7.12764, 4.02240], [-2.41141, 6.23071, 3.20769], [1.83242, 5.34305, 3.31548], [0.97405, 6.53153, 4.27327], [1.26049, 6.84513, 2.55710], [-1.16028, 3.98421, -1.00585], [-2.25722, 2.69629, -0.49154], [-0.54042, 2.53184, -0.19042], [-9.96823, 4.81287, 0.04756], [-8.41691, 4.79064, 0.10723], [-7.87447, 3.68767, -0.84115], [-8.07126, 2.27521, -0.29847], [-7.49866, 2.14557, 1.10966], [-8.03413, 3.22183, 2.09116], [-7.96038, 4.61197, 1.52696], [-6.61494, 5.02148, 1.59143], [-9.49817, 2.88720, 2.48521], [-7.26088, 3.08042, 3.44476], [-8.01883, 6.18682, -0.48195], [-10.38720, 5.43466, 0.84741], [-10.32279, 5.23412, -0.90178], [-10.42429, 3.82542, 0.10220], [-6.80187, 3.84288, -1.01920], [-8.35833, 3.76272, -1.82371], [-9.13232, 2.00612, -0.30622], [-7.57211, 1.55837, -0.96132], [-7.71974, 1.14112, 1.49308], [-6.40428, 2.21053, 1.04469], [-9.96120, 3.71836, 3.02994], [-9.54018, 2.01029, 3.14332], [-10.13360, 2.63215, 1.63876], [-6.17585, 3.17784, 3.32637], [-7.42865, 2.09318, 3.89264], [-7.59675, 3.83101, 4.17069], [-8.37466, 7.00077, 0.15982], [-8.45873, 6.33315, -1.47534], [-6.93611, 6.29821, -0.61189]], "atomic_forces_ev_per_a": [[0.572, 0.064, -0.150], [-0.870, 0.623, 1.163], [-1.356, 0.862, -3.152], [-3.576, -3.520, -1.280], [5.830, 5.785, 2.395], [0.038, 0.884, -0.182], [0.312, -1.091, 0.970], [0.113, -0.747, -0.132], [-2.512, 0.747, 2.635], [-0.828, -1.376, -0.124], [0.025, -0.754, -0.735], [0.641, -1.030, -0.992], [-0.456, 0.199, 1.112], [-1.032, 2.571, -0.940], [-0.163, 0.363, 0.807], [-1.107, 2.791, -0.286], [0.104, 0.428, 4.682], [1.934, 1.755, 0.304], [0.878, 0.407, -3.690], [-0.909, 0.112, 0.855], [1.868, 1.823, -1.222], [-0.970, -3.953, 0.499], [-1.313, 1.418, 0.647], [-0.960, -0.593, 0.709], [1.928, 1.688, -1.986], [-0.197, -0.699, 0.824], [-0.920, 1.111, -0.955], [0.331, 0.087, -1.191], [1.995, 1.848, 2.446], [1.708, 0.356, -2.827], [-2.903, -2.661, 0.195], [-0.002, 1.030, 1.116], [1.333, 0.069, -0.746], [2.231, 0.863, -0.485], [-0.466, -0.820, 4.121], [-3.193, 1.299, -0.304], [1.238, 0.609, -1.871], [-1.407, 1.127, 1.360], [1.072, -0.008, 0.403], [1.130, -2.140, -0.658], [1.305, 1.228, 1.519], [-0.666, 1.542, -1.953], [-1.287, -1.372, -1.852], [0.285, -1.696, 1.423], [0.202, -2.450, -0.330], [-2.655, 0.409, 0.450], [-1.638, -0.307, 1.643], [0.378, 2.505, 0.513], [1.638, 1.379, -1.497], [-0.557, -1.634, -1.102], [2.543, 0.299, 0.407], [-0.380, 1.984, -1.727], [0.183, 2.604, 0.275], [1.395, -0.544, 2.206], [-1.458, 1.404, -1.814], [-0.878, -1.890, 0.497], [1.512, 1.678, 0.053], [0.274, -1.800, 1.640], [-0.353, -0.522, -2.412], [-1.826, 0.661, 1.359], [1.175, -2.183, 0.557], [1.128, -2.228, -0.219], [-0.001, 0.673, -2.658], [-2.277, -0.444, 0.181], [0.531, 0.334, -2.809], [0.692, -2.619, -0.346], [1.580, -2.009, 0.967], [-0.394, 1.306, 1.962], [-1.752, -1.917, 1.538], [2.498, 0.297, 1.173], [-0.990, -1.495, 0.711], [1.214, -0.374, 0.705], [-1.654, 0.463, -0.859], [-0.989, 0.979, -2.090], [2.249, 0.185, -0.434], [-0.541, -2.524, 0.861], [-0.234, -1.672, -1.393], [0.474, -0.606, -1.557], [-0.938, -1.048, 1.130], [-0.121, 0.166, 0.173], [-1.682, -0.284, -1.179], [0.275, 0.122, 0.162], [-0.045, 0.037, 0.008], [-0.008, -0.271, -0.281], [0.002, 1.709, 1.310], [3.562, -3.761, 0.537], [-2.978, 2.171, 0.200], [-0.283, -0.007, -0.057], [0.139, -0.576, -0.554], [0.730, 0.104, 0.398], [0.050, -0.139, 0.157], [0.313, -0.042, 0.105], [0.110, 0.050, -0.059], [0.076, 0.180, -0.129], [0.121, 0.231, -0.217], [0.050, -0.019, -0.046], [-0.017, 0.121, -0.090], [0.106, 0.175, -0.289], [0.016, 0.168, -0.181], [-0.002, -0.196, 0.092], [0.191, -0.261, -0.191], [0.044, -0.024, -0.143], [-0.243, 0.058, -0.209], [-0.348, -0.162, -0.232], [-0.090, -0.191, 0.071], [0.015, -0.045, 0.171], [-0.036, 0.288, 0.321], [0.048, 0.286, 0.094], [-0.197, -0.182, 0.080], [-1.291, 0.947, -1.317], [0.187, -0.126, 0.274], [-0.039, 0.006, 0.002], [0.080, 0.254, -0.226], [-0.760, -1.225, 1.435], [5.034, 0.011, -0.948], [-3.653, -0.744, 0.135], [-0.222, 0.000, -0.149], [0.349, 0.557, -0.435], [0.593, -0.281, 0.549], [0.145, -0.146, -0.080], [0.336, -0.019, 0.167], [0.065, 0.032, 0.137], [-0.099, 0.150, 0.174], [-0.034, 0.235, 0.250], [0.043, 0.037, 0.022], [-0.093, 0.075, 0.077], [-0.051, 0.278, 0.186], [-0.094, 0.193, 0.127], [0.129, -0.086, -0.158], [0.273, 0.209, -0.114], [0.037, 0.149, -0.011], [-0.242, 0.185, -0.117], [-0.224, 0.162, -0.339], [0.054, -0.078, -0.207], [0.072, -0.185, -0.032], [-0.115, -0.315, 0.262], [-0.202, -0.103, 0.257]], "lowdin_charge": [-0.10, -0.22, -0.11, -0.25, 0.00, -0.08, -0.18, -0.12, -0.22, -0.17, -0.20, -0.17, -0.20, -0.26, -0.11, -0.01, -0.51, 0.67, -0.57, -0.13, 0.63, 0.02, -0.07, -0.08, -0.17, -0.18, -0.19, -0.02, -0.40, 0.02, -0.08, -0.07, -0.28, -0.48, 0.01, 0.08, 0.76, -0.37, 0.32, 0.09, 0.07, 0.10, 0.14, 0.11, 0.11, 0.15, 0.11, 0.13, 0.12, 0.10, 0.06, 0.15, 0.14, 0.09, 0.13, 0.10, 0.13, 0.13, 0.10, 0.11, 0.10, 0.10, 0.08, 0.06, 0.14, 0.14, 0.14, 0.08, 0.14, 0.13, 0.11, 0.09, 0.13, 0.12, 0.10, 0.13, 0.15, 0.11, 0.09, -0.04, -0.47, -0.14, -0.18, -0.14, -0.47, -0.02, -0.05, -0.04, -0.05, -0.05, 0.10, 0.08, 0.06, 0.12, 0.12, 0.10, 0.12, 0.13, 0.12, 0.10, 0.09, 0.06, 0.07, 0.09, 0.09, 0.09, 0.08, 0.05, -0.04, -0.47, -0.14, -0.19, -0.14, -0.48, -0.02, -0.04, -0.04, -0.05, -0.05, 0.09, 0.09, 0.06, 0.12, 0.13, 0.10, 0.11, 0.12, 0.12, 0.09, 0.09, 0.06, 0.07, 0.08, 0.09, 0.09, 0.08, 0.07], "spin_multiplicity": 3, "total_charge": 1, "energy_ev": -292615.269, "homo_ev": [-10.49, -11.07], "s2": 2.010, "de_lowest_kcal_mol": 314.63, "e_lumo_ev": [-4.1669, -4.1669], "homo_lumo_gap_ev": [6.3, 6.9]}